No. 1
Formula: C11H26BrNO6P
Source: OMol25
Level of theory: ωB97M-V/def2-TZVPD

The geometry in XYZ format:
```
46
Properties=species:S:1:pos:R:3:forces:R:3:nbo_charge:R:1
N 4.032 0.995 1.304 -0.13 0.17 -0.17 -0.815
C 2.695 1.443 1.696 0.06 -0.09 0.00 -0.215
C 2.475 2.918 1.351 0.14 0.05 -0.11 -0.406
C 1.055 3.280 0.918 0.13 0.03 0.19 -0.401
C -0.013 2.950 1.972 -0.07 0.16 -0.07 -0.412
C -0.713 1.591 1.837 0.09 -0.02 0.22 -0.750
P -2.076 1.525 0.698 0.17 -0.11 -0.23 0.946
Br -1.649 1.998 -1.336 0.01 0.05 0.05 -0.001
H 4.032 0.005 1.100 0.09 -0.11 0.22 0.361
H 4.302 1.451 0.441 0.07 0.02 -0.03 0.350
H 1.914 0.835 1.219 0.02 0.01 -0.07 0.137
H 2.600 1.296 2.774 -0.16 -0.08 0.00 0.194
H 3.150 3.180 0.531 -0.04 0.05 -0.02 0.213
H 2.766 3.561 2.184 0.04 -0.08 0.05 0.217
H 1.025 4.358 0.753 -0.02 -0.01 -0.12 0.230
H 0.843 2.808 -0.044 -0.10 -0.04 0.02 0.193
H -0.779 3.730 1.988 0.02 0.02 0.04 0.216
H 0.449 2.969 2.960 -0.04 0.00 0.02 0.246
H -1.202 1.317 2.782 0.00 -0.07 0.00 0.284
H -0.045 0.764 1.585 0.03 -0.01 0.02 0.295
H -3.120 2.361 1.082 -0.06 0.07 0.09 0.053
H -2.572 0.228 0.688 -0.18 -0.12 0.02 0.056
C -1.076 -3.072 -6.496 0.04 -0.06 -0.05 -0.256
O -1.327 -1.659 -6.527 0.02 -0.02 -0.03 -0.483
C -2.035 -1.200 -5.510 -0.01 0.05 -0.01 0.978
O -2.457 -1.840 -4.581 0.02 -0.03 0.05 -0.652
O -2.206 0.117 -5.674 -0.03 -0.02 -0.02 -0.491
C -3.017 0.717 -4.669 -0.02 0.07 0.02 -0.253
H -0.494 -3.283 -7.387 0.00 0.02 -0.01 0.205
H -0.512 -3.339 -5.605 -0.02 0.01 0.03 0.191
H -2.013 -3.624 -6.518 -0.02 0.01 0.03 0.198
H -2.586 0.533 -3.684 -0.05 0.00 -0.02 0.166
H -4.027 0.313 -4.690 0.00 -0.03 0.00 0.201
H -3.039 1.780 -4.894 0.04 -0.01 -0.02 0.197
C 0.368 -2.594 5.474 0.00 0.01 0.11 -0.258
O 0.567 -1.854 4.256 -0.03 0.06 0.01 -0.500
C 0.460 -2.582 3.152 0.05 -0.03 -0.01 0.974
O 0.194 -3.749 3.082 -0.02 -0.02 0.00 -0.616
O 0.697 -1.780 2.101 -0.08 0.15 -0.05 -0.527
C 0.606 -2.436 0.830 -0.01 0.15 -0.07 -0.260
H 0.487 -1.874 6.276 0.01 0.02 -0.01 0.202
H -0.630 -3.026 5.497 0.00 -0.02 -0.03 0.197
H 1.111 -3.382 5.562 0.00 -0.02 -0.03 0.204
H -0.400 -2.822 0.669 0.03 -0.08 0.01 0.195
H 1.327 -3.246 0.752 -0.02 -0.03 0.03 0.213
H 0.833 -1.662 0.101 0.03 -0.06 -0.06 0.182
```
Forces are in eV/Å.

Properties
2S+1 = 1
Net charge = +1
Lowest unoccupied orbital energy = -4.137 eV

No. 2
Formula: C11H26ClI2N2P2SeSm
Source: OMol25
Level of theory: ωB97M-V/def2-TZVPD

The geometry in XYZ format:
```
46
Properties=species:S:1:pos:R:3:forces:R:3:nbo_charge:R:1
I -1.086 3.047 0.965 -1.49 0.15 -0.11 0.097
I -3.818 2.579 0.407 1.51 0.22 0.29 0.153
Sm -0.411 0.090 -0.057 0.22 0.23 0.10 1.552
P -1.256 1.570 -2.577 -1.11 -0.55 -0.20 0.716
C -2.079 3.165 -3.086 0.42 0.58 1.14 -0.909
C 0.414 1.464 -3.355 -0.47 0.50 0.33 -0.947
H 0.040 1.971 -4.225 1.18 0.20 -1.24 0.257
H -2.482 0.537 -4.603 0.30 0.36 0.30 0.269
H 0.882 0.498 -3.558 -0.72 -0.09 -0.12 0.261
H -2.372 -0.493 -3.177 -0.13 -0.12 -0.17 0.234
H -1.711 3.947 -2.413 -0.10 0.14 -0.23 0.242
H 1.170 2.050 -2.810 -0.52 0.17 -0.21 0.257
C -2.481 0.543 -3.505 0.39 -0.90 0.30 -0.918
H -2.035 3.559 -4.119 0.36 -0.77 0.35 0.277
H -3.456 0.895 -3.153 0.16 -0.12 -0.08 0.247
H -3.136 3.004 -2.823 0.41 0.10 -0.14 0.250
P -2.001 -0.361 2.491 -0.86 -0.24 -0.68 0.725
C -3.016 0.533 3.753 0.59 1.20 -0.24 -0.914
C -3.279 -1.663 2.244 0.50 -0.57 -0.74 -0.922
H 0.037 -1.906 2.772 -0.70 -0.03 -0.13 0.258
H -1.089 -1.399 4.100 0.94 -0.86 1.21 0.260
H 0.292 -0.359 3.552 -0.65 0.08 0.05 0.263
C -0.487 -1.081 3.267 -0.50 0.32 0.20 -0.964
H -3.025 -2.240 1.354 -0.12 -0.19 -0.04 0.236
H -3.503 -2.385 3.037 0.33 0.39 0.17 0.268
H -3.238 0.114 4.750 0.49 -0.38 -0.60 0.277
H -3.973 0.701 3.236 0.32 -0.02 0.20 0.253
H -4.193 -1.107 2.017 0.11 -0.09 -0.01 0.251
H -2.557 1.517 3.892 -0.19 0.02 0.24 0.244
Cl 0.572 -2.155 -0.796 -0.58 0.64 0.14 -0.616
C 3.531 0.010 -2.026 0.21 0.81 -1.66 -0.421
N 3.564 -0.753 -0.846 -1.34 -0.27 0.94 -0.338
C 3.834 -2.111 -0.824 -0.38 0.59 0.49 -0.020
C 3.659 -2.509 0.460 -0.08 0.76 -0.59 -0.032
N 3.269 -1.389 1.160 -1.03 0.61 -0.54 -0.338
C 3.056 -1.367 2.560 -0.01 -0.30 1.50 -0.419
C 3.013 -0.339 0.331 2.33 -2.02 -0.55 0.244
Se 2.199 1.297 0.647 -0.69 0.14 0.21 -0.236
H 4.447 -0.105 -2.588 0.29 -0.20 -0.06 0.247
H 3.442 1.063 -1.817 -0.03 0.27 0.28 0.239
H 2.714 -0.269 -2.680 -0.25 -0.24 -0.05 0.207
H 3.891 -2.619 -1.767 0.59 -0.32 0.06 0.258
H 3.621 -3.468 0.923 0.38 -0.36 0.12 0.258
H 3.919 -1.753 3.085 0.31 -0.17 -0.03 0.246
H 2.915 -0.368 2.922 -0.09 0.61 -0.06 0.238
H 2.208 -1.956 2.880 -0.27 -0.28 -0.16 0.209
```
Forces are in eV/Å.

Properties
2S+1 = 6
Net charge = +2
Lowest unoccupied orbital energy (spin up / spin down) = -8.572 / -8.573 eV

No. 3
Formula: C11H26CrN4O7
Source: OMol25
Level of theory: ωB97M-V/def2-TZVPD

The geometry in XYZ format:
```
49
Properties=species:S:1:pos:R:3:forces:R:3:nbo_charge:R:1
O 0.099 -3.817 -0.494 0.11 0.49 1.67 -0.723
H 0.281 -4.767 -0.409 -0.05 0.58 0.18 0.482
Cr 0.106 -0.763 0.301 -0.63 2.16 1.10 0.993
N -1.198 0.452 1.293 -3.37 -0.86 -1.16 -0.187
N -1.477 -1.205 -0.733 -1.91 1.37 0.86 -0.124
N 1.525 0.508 1.008 3.20 0.37 -1.22 -0.124
N 1.535 -1.222 -0.930 2.75 1.05 -0.99 -0.191
O -1.006 1.477 2.090 0.44 0.44 0.53 -0.609
O 1.360 1.577 1.792 1.18 -0.52 -0.41 -0.526
O 1.408 -1.903 -2.128 -0.65 -0.07 0.72 -0.546
O -1.457 -1.795 -1.874 -0.11 -0.46 -0.07 -0.584
C -2.618 -0.740 -0.150 1.76 -1.78 -2.57 0.066
C -2.453 0.287 0.836 2.66 0.31 1.42 0.178
C 2.691 0.414 0.342 -2.22 0.22 1.69 0.165
C 2.709 -0.626 -0.673 -2.45 -1.74 -1.73 0.219
C -3.501 1.248 1.254 -0.48 -0.03 -0.08 -0.662
H -3.213 2.254 0.899 -0.14 -0.30 0.29 0.241
H -3.582 1.269 2.352 0.05 0.15 -0.38 0.246
H -4.468 0.966 0.814 0.28 0.26 0.24 0.213
C -3.874 -1.154 -0.807 -0.68 0.30 0.06 -0.652
H -4.016 -2.243 -0.787 0.21 0.24 -0.08 0.234
H -3.889 -0.830 -1.857 -0.02 -0.14 0.18 0.236
H -4.702 -0.695 -0.275 -0.31 -0.09 -0.16 0.208
C 3.793 1.413 0.440 0.01 0.05 0.04 -0.676
C 3.851 -0.866 -1.585 0.76 0.25 -0.27 -0.683
H 3.658 2.011 1.344 0.09 -0.10 -0.18 0.263
H 3.740 2.083 -0.434 0.12 -0.14 0.28 0.238
H 4.777 0.919 0.450 -0.32 0.21 -0.02 0.229
H 3.587 -1.540 -2.410 0.03 0.30 0.40 0.265
H 4.714 -1.277 -1.047 -0.19 -0.02 0.02 0.238
H 4.204 0.091 -1.993 -0.11 -0.18 -0.05 0.238
H 0.303 1.590 1.993 -0.82 0.06 0.41 0.475
H 0.417 -2.144 -2.142 0.78 0.29 0.13 0.533
C 0.144 -3.179 0.843 -0.08 -1.59 -0.81 -0.274
H -0.783 -2.587 0.999 0.27 -0.58 -0.07 0.199
H 1.053 -2.536 0.934 -0.29 -0.79 0.12 0.173
H 0.167 -3.958 1.620 0.09 0.42 -0.10 0.210
O 0.414 -1.395 4.874 -0.21 0.20 -1.91 -0.920
H 1.104 -1.416 4.184 0.25 -0.10 0.86 0.457
H -0.306 -1.145 4.255 -0.05 -0.02 1.01 0.466
C -0.405 3.661 -1.058 0.23 0.19 0.08 -0.631
C -0.884 2.538 -1.939 0.01 -0.29 -0.07 -0.051
O -0.116 1.374 -1.603 0.12 -0.17 -0.24 -0.758
H -0.508 3.413 -0.001 -0.04 -0.11 -0.02 0.229
H -0.956 4.584 -1.245 -0.05 -0.04 -0.07 0.212
H 0.654 3.850 -1.261 -0.09 0.02 0.07 0.206
H -1.956 2.336 -1.775 0.23 0.06 -0.13 0.162
H -0.708 2.776 -3.000 -0.24 0.03 0.22 0.164
H -0.220 0.714 -2.304 -0.12 0.11 0.18 0.482
```
Forces are in eV/Å.

Properties
2S+1 = 5
Lowest unoccupied orbital energy (spin up / spin down) = -0.515 / -0.793 eV

No. 4
Formula: C11H26DyN2OP2S
Source: OMol25
Level of theory: ωB97M-V/def2-TZVPD

The geometry in XYZ format:
```
44
Properties=species:S:1:pos:R:3:forces:R:3:mulliken_spin:R:1
Dy -0.421 -0.301 0.585 -1.15 -1.72 -0.76 4.950
P 0.817 -2.961 0.790 0.71 -0.89 -0.92 0.004
P -3.086 0.923 0.725 -1.11 0.21 -0.10 0.003
N 1.727 -0.125 -0.281 1.39 -0.56 -0.32 -0.006
N -0.187 1.847 -0.205 -0.90 1.23 -0.47 0.452
H 2.916 1.262 -1.384 -0.19 0.00 0.43 0.001
H 1.418 3.225 -0.446 -0.32 -0.24 -0.17 0.022
H 2.802 1.617 0.351 -0.24 -0.52 -0.11 0.001
C 2.228 1.254 -0.518 0.37 -0.19 -0.25 0.017
H 0.992 2.314 -1.907 -0.33 0.00 0.48 0.023
C 1.093 2.233 -0.807 0.26 0.54 -0.48 -0.069
H 3.310 -0.923 -1.355 -0.34 0.12 0.16 0.000
H -0.992 3.651 -0.892 -0.12 -0.53 0.09 0.015
C 2.410 -1.117 -0.745 0.27 0.40 0.16 0.009
C -1.218 2.677 -0.417 0.88 0.43 -0.14 0.008
H 3.106 -2.992 -0.035 -0.13 0.22 -0.45 0.000
C 2.183 -2.582 -0.479 -0.55 0.26 0.47 0.001
H 1.990 -3.119 -1.427 0.20 0.29 0.45 0.000
H -4.125 0.578 -0.191 0.35 -0.11 0.28 0.026
H -3.937 1.540 1.679 0.21 -0.25 0.00 0.020
H 0.232 -4.039 0.067 -0.07 0.38 0.33 0.000
H 1.617 -3.769 1.634 -0.32 0.30 0.10 -0.002
O -1.068 -1.046 -1.233 0.37 0.32 1.47 0.029
C -0.668 -0.736 -2.549 0.44 0.52 -0.59 0.002
C -0.325 -1.981 -3.346 -0.15 -0.23 0.05 0.000
C -1.765 0.063 -3.242 -0.22 -0.12 -0.03 -0.008
H 0.280 -0.140 -2.487 -0.58 -0.02 -0.20 0.005
H 0.576 -2.461 -2.949 -0.14 0.00 -0.12 0.001
H -1.155 -2.696 -3.288 0.17 0.12 -0.10 0.000
H -0.147 -1.717 -4.397 0.00 -0.15 0.27 0.000
H -1.992 1.002 -2.726 0.13 -0.03 0.00 0.007
H -1.519 0.291 -4.285 0.02 -0.02 0.24 0.001
H -2.685 -0.535 -3.234 0.16 0.08 -0.07 0.000
C -2.560 2.438 -0.087 0.85 0.43 -0.21 0.473
H -3.258 3.234 -0.342 0.03 -0.24 0.08 0.015
C 1.081 1.358 4.264 0.20 0.30 0.07 -0.001
S 0.429 -0.015 3.297 0.13 0.18 0.31 0.004
C -0.764 -0.680 4.460 -0.12 -0.33 0.19 0.000
H 1.683 1.990 3.605 -0.09 -0.10 0.15 0.000
H 1.717 0.959 5.060 -0.14 0.08 -0.16 -0.001
H 0.260 1.942 4.692 0.18 -0.13 -0.16 0.000
H -0.224 -1.211 5.250 -0.24 0.10 -0.12 0.000
H -1.370 0.128 4.881 0.09 -0.19 -0.12 0.000
H -1.401 -1.383 3.914 0.04 0.06 0.24 0.000
```
Forces are in eV/Å.

Properties
ΔE to the lowest compared entry with this formula, charge and spin = 0.0 kcal per mole
2S+1 = 7
Net charge = +2
Lowest unoccupied orbital energy (spin up / spin down) = -6.493 / -8.745 eV

No. 5
Formula: C11H26IN3O9P2S
Source: OMol25
Level of theory: ωB97M-V/def2-TZVPD

The geometry in XYZ format:
```
53
Properties=species:S:1:pos:R:3:forces:R:3:nbo_charge:R:1
O 1.291 4.010 1.392 -1.09 -4.70 -1.29 -1.047
P 1.149 2.481 0.954 1.72 4.49 1.12 1.352
C -0.275 1.544 1.815 0.32 -0.04 1.86 -0.284
O -0.133 0.068 1.697 -2.84 0.88 -1.85 -0.612
S -1.310 -0.283 0.516 -0.42 -4.31 -4.46 2.297
O -0.619 0.030 -0.833 -2.55 0.11 5.18 -0.855
O -1.951 -1.691 0.447 2.59 5.44 1.55 -0.817
O -2.561 0.753 1.074 3.60 -1.06 0.38 -0.624
C -1.835 1.964 1.537 0.02 0.13 0.07 -0.288
P -2.262 3.278 0.218 0.95 1.70 -1.52 0.890
O -1.868 2.749 -1.406 0.72 0.80 1.77 -0.980
I -4.770 3.323 0.203 1.08 -0.55 0.03 -0.075
H 1.125 2.334 -0.498 -0.32 -0.32 1.16 -0.020
H 2.393 1.824 1.377 -1.42 -0.12 -0.42 -0.020
H -0.067 1.706 2.955 -0.21 -0.04 -2.12 0.294
H -2.146 2.435 2.584 -0.18 -1.37 -2.34 0.276
H -1.104 3.311 -1.777 -1.74 -1.03 1.14 0.513
C 5.126 3.490 4.865 -0.19 0.39 0.02 -0.413
N 3.767 3.006 4.812 -0.40 -0.79 -0.06 -0.609
C 3.334 1.720 4.682 -0.58 0.53 0.06 0.678
C 4.367 0.632 4.578 0.00 -0.28 -0.02 -0.723
O 2.129 1.480 4.654 0.21 -0.06 -0.18 -0.662
H 5.261 4.017 5.813 0.31 -0.01 -0.10 0.200
H 5.268 4.193 4.040 0.29 -0.03 0.10 0.204
H 5.859 2.686 4.788 -0.22 0.10 0.01 0.212
H 3.013 3.680 4.876 0.20 -0.15 -0.07 0.408
H 3.869 -0.337 4.480 0.00 0.31 0.04 0.247
H 4.990 0.791 3.694 0.12 -0.02 0.18 0.228
H 4.983 0.613 5.481 0.11 0.01 -0.19 0.232
C -3.763 -2.884 -2.078 0.19 0.46 0.02 -0.417
N -4.926 -2.189 -2.577 -0.68 -0.18 -0.15 -0.616
C -6.193 -2.668 -2.732 -0.33 0.93 -0.38 0.670
C -6.462 -4.096 -2.347 -0.20 -0.21 0.03 -0.720
O -7.074 -1.934 -3.175 0.34 -0.45 0.23 -0.635
H -3.396 -2.345 -1.202 0.18 -0.34 -0.06 0.219
H -2.997 -2.866 -2.858 0.17 -0.22 0.17 0.191
H -3.980 -3.918 -1.805 -0.06 0.21 -0.09 0.209
H -4.824 -1.220 -2.858 -0.03 -0.27 0.10 0.402
H -7.516 -4.330 -2.526 0.25 0.21 -0.01 0.245
H -5.851 -4.769 -2.953 0.02 -0.04 0.21 0.225
H -6.253 -4.243 -1.284 0.10 -0.14 -0.13 0.227
C 0.648 -1.747 -3.427 -0.37 0.31 -0.21 -0.418
N 1.662 -0.855 -3.939 0.70 0.06 0.06 -0.615
C 3.009 -0.902 -3.731 0.13 0.83 -0.60 0.669
C 3.555 -2.004 -2.866 0.24 -0.12 0.11 -0.720
O 3.736 -0.056 -4.247 -0.25 -0.43 0.32 -0.636
H 0.126 -2.191 -4.278 -0.11 -0.22 0.20 0.193
H -0.059 -1.154 -2.841 -0.07 -0.34 0.08 0.218
H 1.065 -2.538 -2.802 0.00 0.20 -0.13 0.210
H 1.372 -0.085 -4.531 0.08 -0.23 0.17 0.402
H 4.642 -1.907 -2.795 -0.29 0.10 -0.12 0.245
H 3.135 -1.932 -1.859 -0.04 -0.20 -0.08 0.225
H 3.322 -2.976 -3.308 -0.06 0.02 0.21 0.228
```
Forces are in eV/Å.

Properties
SMILES = O=[PH2][C@@H]1OS(=O)(=O)O[C@@H]1P(O)I.CNC(C)=O.CNC(C)=O.CNC(C)=O
2S+1 = 1
Lowest unoccupied orbital energy = -0.924 eV

No. 6
Formula: C11H26N2Na4O6Sr
Source: OMol25
Level of theory: ωB97M-V/def2-TZVPD

The geometry in XYZ format:
```
50
Properties=species:S:1:pos:R:3:forces:R:3:nbo_charge:R:1
Na -0.753 1.466 3.830 -1.03 -0.04 0.23 0.911
Na -0.479 5.392 -1.812 -0.16 -0.65 -0.18 0.930
Na 2.302 0.471 1.597 -0.06 -0.29 -0.04 0.950
Na -3.367 4.311 0.046 -0.35 -0.55 0.88 0.956
Sr 0.484 3.910 1.488 -1.13 -1.07 -0.59 1.054
O -4.473 3.894 2.406 0.53 -2.37 0.10 -0.719
C -4.445 2.481 2.508 0.21 3.36 -1.56 -0.088
C -4.120 1.694 3.962 1.99 -0.05 2.87 -0.110
O -3.301 2.235 4.997 -0.77 -0.25 -3.12 -0.611
H -3.765 2.183 1.709 1.49 -0.87 0.39 0.092
H -5.346 2.108 2.022 -1.04 -0.48 1.34 0.199
H -3.597 0.760 3.756 0.05 -0.36 -1.38 0.132
H -5.037 1.324 4.422 -0.78 0.93 -0.24 0.207
O 0.089 1.387 1.464 0.54 2.30 0.24 -1.179
C -0.963 1.037 0.566 -0.95 -1.03 -1.43 -0.110
C -1.266 1.867 -0.826 2.06 0.04 0.34 -0.103
O -1.208 3.257 -0.721 0.49 2.90 1.75 -1.179
H -1.906 0.886 1.092 -0.19 0.42 0.28 0.162
H -0.686 0.024 0.274 -0.35 -0.18 -0.68 0.163
H -2.122 1.712 -1.482 -0.76 -1.33 0.99 0.185
H -0.461 1.602 -1.512 0.51 -0.51 -0.01 0.134
C 2.624 0.278 -1.351 1.90 0.04 0.85 -0.616
C 4.013 -0.161 -0.735 -0.17 -0.16 -2.16 -0.096
C 5.228 -0.091 -1.679 -0.10 -1.36 -1.60 -0.100
O 6.472 -0.554 -1.026 -2.00 1.82 -0.64 -0.538
C 6.528 -1.936 -0.773 0.38 -0.59 0.76 -0.264
N 4.447 0.592 0.400 -1.29 -0.20 2.09 -0.928
H 1.828 0.164 -0.616 -0.27 -0.31 -0.15 0.172
H 2.387 -0.279 -2.258 -0.04 0.12 0.14 0.256
H 2.691 1.349 -1.539 -0.09 0.10 -0.42 0.199
H 3.982 -1.222 -0.488 -0.47 0.00 0.44 0.198
H 5.299 0.877 -2.175 0.81 0.55 0.92 0.202
H 5.020 -0.669 -2.579 0.15 -0.84 0.07 0.191
H 5.623 -2.337 -0.318 -0.41 -0.12 -0.56 0.159
H 7.229 -2.098 0.047 0.44 0.27 -0.23 0.210
H 6.882 -2.502 -1.635 -0.34 -0.02 -0.08 0.201
H 4.332 1.594 0.350 0.44 0.16 -0.72 0.357
H 5.421 0.326 0.376 0.76 0.63 1.11 0.420
C -3.126 -4.515 -1.780 -2.45 -0.57 1.63 0.522
O -3.995 -5.315 -1.360 2.50 1.78 -1.57 -0.597
N -2.980 -3.255 -1.234 0.13 -0.94 -1.93 -0.442
C -3.974 -2.787 -0.278 0.78 -0.01 0.61 -0.425
C -1.794 -2.432 -1.564 -1.88 1.08 0.66 -0.421
H -2.449 -4.642 -2.639 -0.02 -0.59 0.19 0.124
H -4.440 -1.838 -0.544 0.38 0.21 -0.16 0.193
H -3.423 -2.725 0.661 -0.37 0.49 0.46 0.182
H -4.798 -3.479 -0.107 0.44 -0.34 -0.45 0.268
H -1.309 -2.261 -0.603 0.91 -0.14 -0.30 0.180
H -1.185 -2.636 -2.445 0.11 -1.39 0.53 0.234
H -2.116 -1.445 -1.896 -0.54 0.44 0.33 0.184
```
Forces are in eV/Å.

Properties
2S+1 = 1
Net charge = +2
Lowest unoccupied orbital energy = -8.464 eV

Question: Look up the 2S+1 of the first one.
Answer: 1